[1]
6 unconnected molecules or ions with the total composition C22H33ClF15NO10Si. Source: the Open Molecules 2025 dataset; level of theory: ωB97M-V/def2-TZVPD.

The geometry in XYZ format:
```
83
Properties=species:S:1:pos:R:3:mulliken_charge:R:1
C 1.13 -0.72 1.11 -1.283
C 2.14 -0.94 0.01 0.490
O 3.07 0.17 -0.07 -0.330
C 4.10 0.11 0.76 0.373
O 4.37 -0.76 1.54 -0.554
C 5.01 1.34 0.56 0.892
F 4.31 2.48 0.50 -0.261
F 5.70 1.21 -0.59 -0.273
F 5.89 1.43 1.56 -0.225
H 0.58 0.20 0.96 0.412
H 0.42 -1.55 1.10 0.405
H 1.61 -0.69 2.09 0.321
H 1.67 -0.97 -0.97 0.298
H 2.71 -1.85 0.16 -0.304
C -3.50 2.79 0.58 -1.096
C -3.83 1.34 0.86 -0.145
O -2.89 0.76 1.81 -0.296
C -3.13 1.02 3.08 0.333
O -4.02 1.66 3.55 -0.519
C -2.07 0.30 3.96 0.888
F -0.84 0.49 3.49 -0.236
F -2.31 -1.02 3.97 -0.262
F -2.12 0.75 5.21 -0.246
H -2.47 2.88 0.21 0.290
H -4.17 3.17 -0.18 0.355
H -3.61 3.40 1.48 0.321
H -3.72 0.72 -0.02 0.293
H -4.83 1.23 1.26 0.313
C -8.73 -3.30 -0.07 -1.086
C -9.06 -1.96 0.55 -0.241
O -8.12 -0.94 0.11 -0.291
C -8.37 -0.40 -1.07 0.234
O -9.28 -0.64 -1.82 -0.528
C -7.31 0.68 -1.38 1.029
F -6.07 0.24 -1.14 -0.251
F -7.52 1.76 -0.62 -0.271
F -7.38 1.05 -2.66 -0.234
H -7.71 -3.59 0.16 0.302
H -9.40 -4.05 0.34 0.380
H -8.87 -3.27 -1.15 0.315
H -8.93 -1.97 1.63 0.313
H -10.07 -1.63 0.31 0.328
C -6.04 1.73 -5.71 -1.120
C -6.29 3.05 -5.01 -0.067
O -5.36 4.07 -5.47 -0.341
C -5.67 4.66 -6.61 0.304
O -6.62 4.46 -7.30 -0.507
C -4.60 5.72 -6.95 0.917
F -3.36 5.25 -6.79 -0.245
F -4.75 6.78 -6.13 -0.253
F -4.74 6.14 -8.20 -0.238
H -5.01 1.41 -5.56 0.298
H -6.70 0.97 -5.29 0.342
H -6.24 1.82 -6.77 0.387
H -6.10 2.99 -3.94 0.201
H -7.31 3.41 -5.17 0.327
C 8.91 -0.16 2.27 -0.830
C 9.13 0.82 3.40 -0.242
O 10.43 0.62 4.02 -0.319
C 11.45 1.18 3.40 0.343
O 11.44 1.83 2.40 -0.510
C 12.75 0.90 4.19 0.892
F 12.85 -0.38 4.55 -0.247
F 12.77 1.65 5.31 -0.254
F 13.82 1.22 3.47 -0.236
H 9.02 -1.18 2.62 0.311
H 7.90 -0.04 1.88 0.109
H 9.62 0.02 1.46 0.320
H 8.42 0.66 4.21 0.317
H 9.06 1.85 3.06 0.338
N 5.61 -4.95 0.34 -0.648
C 4.54 -3.98 0.51 -0.291
C 3.40 -4.55 1.37 -0.607
Si 2.26 -5.70 0.44 0.452
Cl 0.42 -4.78 0.18 -0.261
H 6.52 -4.54 0.48 0.228
H 5.61 -5.37 -0.58 0.240
H 4.15 -3.65 -0.46 0.362
H 4.93 -3.08 1.00 0.109
H 3.84 -5.11 2.19 0.475
H 2.80 -3.74 1.80 0.273
H 2.00 -6.98 1.13 -0.153
H 2.77 -5.98 -0.92 -0.132
```

Values from the calculation:
* calculated total energy: -3913.0679 Eh
* highest occupied orbital energy: -0.35646 Ha
* orbital gap: 9.9 eV
* max |F|: 0.004 Eh/bohr
* net charge: 0


[2]
2 unconnected molecules or ions with the total composition C22H33F9N2O9PS3 at a distorted geometry. Source: the Open Molecules 2025 dataset; level of theory: ωB97M-V/def2-TZVPD.

The geometry in XYZ format:
```
79
Properties=species:S:1:pos:R:3:mulliken_charge:R:1
C 3.91 -1.74 1.39 -1.208
C 2.64 -0.89 1.63 1.207
C 1.62 -1.59 2.53 -1.374
C 0.38 -0.74 2.76 -0.014
O -0.31 -0.71 1.49 -0.085
C -1.24 0.26 1.16 -0.045
S -2.65 -0.89 0.61 1.337
O -2.97 -1.65 1.77 -0.659
O -2.29 -1.51 -0.62 -0.570
C -4.16 0.17 0.25 0.368
F -4.27 0.31 -1.07 -0.261
F -3.97 1.38 0.79 -0.193
C -5.50 -0.38 0.83 0.653
F -6.42 0.51 0.42 -0.284
F -5.43 -0.32 2.17 -0.222
C -5.93 -1.82 0.38 0.709
F -7.22 -1.84 0.15 -0.250
F -5.28 -2.15 -0.73 -0.219
F -5.64 -2.69 1.32 -0.218
C -0.57 1.25 0.13 0.898
C -0.99 1.05 -1.34 0.098
F -0.73 2.20 -2.07 -0.450
C -0.13 -0.06 -1.93 0.057
C -0.55 -0.50 -3.34 -1.717
C -0.59 2.64 0.88 3.929
C 0.84 2.86 1.45 -1.495
O 1.03 3.04 2.62 -0.518
N 1.87 2.94 0.48 0.191
C 3.03 3.57 1.00 0.676
O 3.14 4.72 1.18 -0.417
F 4.01 2.67 1.23 -0.198
P -1.12 4.23 0.00 0.750
O -0.81 5.32 1.13 -0.616
O 0.01 4.53 -1.07 -0.528
S -2.95 4.18 -0.53 -0.319
C -1.44 2.39 2.11 -0.803
C -1.95 3.43 3.02 -1.472
N -1.70 1.13 2.27 0.251
C -2.46 0.60 3.43 -1.483
H 4.02 -2.51 2.16 0.395
H 4.80 -1.12 1.41 0.351
H 3.87 -2.22 0.41 0.001
H 2.16 -0.71 0.65 -0.523
H 2.91 0.08 2.06 0.092
H 2.06 -1.86 3.50 0.470
H 1.30 -2.52 2.05 0.378
H 0.69 0.27 3.05 0.193
H -0.25 -1.15 3.54 0.259
H 0.46 0.90 0.15 -1.567
H -2.04 0.82 -1.46 -0.113
H -0.13 -0.91 -1.25 0.464
H 0.89 0.35 -1.94 0.403
H 0.04 0.02 -4.10 0.325
H -0.45 -1.58 -3.43 0.334
H -1.61 -0.25 -3.50 0.469
H 2.12 2.01 0.13 0.108
H 0.12 5.39 1.41 0.421
H -0.38 4.62 -1.95 0.421
H -2.57 4.11 2.42 0.284
H -2.56 3.05 3.84 0.606
H -1.12 4.03 3.41 0.332
H -3.52 0.73 3.24 0.423
H -2.14 1.14 4.32 0.613
H -2.24 -0.45 3.55 0.438
C 4.06 -4.20 -3.91 -0.617
C 4.20 -2.72 -4.31 -0.729
C 2.89 -2.02 -3.95 -0.618
S 2.21 -2.94 -2.55 1.150
O 0.97 -3.56 -2.95 -0.708
O 2.25 -2.12 -1.36 -0.585
C 3.49 -4.19 -2.49 -0.760
H 5.02 -4.72 -3.94 0.375
H 3.38 -4.71 -4.58 0.290
H 5.03 -2.27 -3.76 0.299
H 4.42 -2.61 -5.37 0.360
H 3.02 -0.99 -3.64 0.300
H 2.15 -2.08 -4.75 0.447
H 3.03 -5.13 -2.19 0.480
H 4.22 -3.87 -1.76 0.232
```

Values from the calculation:
* calculated total energy: -4079.3049 Eh
* highest occupied orbital energy: -0.45956 Ha
* orbital gap: 8.5 eV
* max |F|: 0.023 Eh/bohr
* net charge: +1


[3]
11 unconnected molecules or ions with the total composition C22H33N11 at a distorted geometry. Source: the Open Molecules 2025 dataset; level of theory: ωB97M-V/def2-TZVPD.

The geometry in XYZ format:
```
66
Properties=species:S:1:pos:R:3:nbo_charge:R:1
C 1.74 -0.31 4.64 -0.733
C 0.96 -0.95 5.68 0.300
N 0.35 -1.45 6.52 -0.358
H 2.61 -0.95 4.45 0.252
H 2.12 0.64 5.00 0.256
H 1.21 -0.25 3.70 0.282
C -0.07 4.57 0.72 -0.731
C -1.20 5.48 0.55 0.287
N -2.08 6.20 0.40 -0.338
H 0.48 4.63 1.65 0.252
H 0.57 4.70 -0.15 0.259
H -0.50 3.56 0.68 0.268
C -2.29 2.83 3.50 -0.737
C -1.21 1.98 3.02 0.333
N -0.35 1.32 2.62 -0.387
H -2.76 3.35 2.66 0.266
H -2.02 3.52 4.29 0.268
H -3.07 2.19 3.91 0.261
C -0.26 -4.17 4.04 -0.731
C 0.48 -3.39 3.05 0.331
N 1.03 -2.78 2.26 -0.392
H -1.29 -3.85 4.16 0.266
H 0.28 -4.15 4.99 0.272
H -0.33 -5.21 3.70 0.257
C -2.58 -0.54 -2.94 -0.725
C -2.31 -1.18 -4.22 0.329
N -2.05 -1.64 -5.22 -0.380
H -2.79 0.49 -3.24 0.266
H -1.70 -0.56 -2.30 0.253
H -3.36 -1.08 -2.41 0.264
C 1.24 -4.07 -0.83 -0.711
C -0.07 -3.68 -1.38 0.312
N -1.08 -3.33 -1.80 -0.368
H 1.78 -4.65 -1.57 0.254
H 1.01 -4.70 0.03 0.252
H 1.73 -3.13 -0.61 0.261
C 0.39 -0.33 0.17 -0.729
C -0.32 0.80 -0.43 0.347
N -0.88 1.70 -0.88 -0.418
H 1.18 0.10 0.78 0.272
H 0.74 -1.07 -0.54 0.266
H -0.33 -0.74 0.87 0.265
C 4.14 -1.17 -0.09 -0.733
C 3.79 0.25 -0.27 0.319
N 3.48 1.35 -0.37 -0.371
H 3.59 -1.77 -0.82 0.273
H 3.79 -1.38 0.92 0.256
H 5.19 -1.41 -0.23 0.257
C 1.52 2.33 -2.90 -0.717
C 1.28 2.50 -4.35 0.296
N 1.21 2.65 -5.49 -0.356
H 2.56 2.46 -2.64 0.267
H 1.17 1.36 -2.58 0.252
H 0.94 3.10 -2.39 0.254
C -3.90 1.13 0.40 -0.729
C -4.78 1.12 -0.76 0.288
N -5.47 1.17 -1.66 -0.327
H -3.96 2.10 0.89 0.245
H -2.87 0.98 0.08 0.272
H -4.19 0.38 1.12 0.245
C 1.10 -1.09 -5.20 -0.750
C 1.59 -1.28 -3.84 0.372
N 1.96 -1.40 -2.76 -0.455
H 1.22 -2.04 -5.72 0.261
H 1.62 -0.28 -5.71 0.273
H 0.02 -0.96 -5.13 0.295
```

Values from the calculation:
* calculated total energy: -1460.3211 Eh
* highest occupied orbital energy: -0.41634 Ha
* orbital gap: 11.3 eV
* max |F|: 0.025 Eh/bohr
* net charge: 0